(1)
DFT (ωB97M-V/def2-TZVPD) results for the ion C7H8N5 with charge +1.

Geometry as XYZ:
```
20
Properties=species:S:1:pos:R:3
N 1.8433 0.7335 -0.1077
N 3.7788 -0.4318 0.0484
N 4.6252 -1.1348 0.1990
N 3.1385 0.5432 -0.2049
N 1.1137 -0.3055 -0.0262
C -1.2343 0.4955 0.2743
C -0.2188 -0.4427 -0.1312
C -1.9721 -2.0681 -0.1142
C -0.6559 -1.7755 -0.3816
C -2.9463 -1.0944 0.1189
C 1.4911 2.0980 -0.1654
C -2.5899 0.2707 0.2453
H -3.3629 1.0797 0.4778
H 1.8868 2.6570 -0.9600
H -3.9161 -1.3270 0.3216
H -2.0923 -3.1555 -0.1383
H -0.0941 -2.6576 -0.6030
H 0.4409 2.3403 -0.2896
H -1.0369 1.4258 0.7945
H 1.8013 2.7490 0.6422
```

Computed properties:
* charge: +1
* HOMO-LUMO gap (alpha / beta): 7.210 / 7.211 eV

(2)
DFT (ωB97M-V/def2-TZVPD) results for the ion C7H8NO3S with charge -1.

Geometry as XYZ:
```
20
Properties=species:S:1:pos:R:3
S -2.7003 -0.2584 -0.0671
O -0.7713 2.1964 -0.5024
O -3.1502 0.5665 -1.1870
O -0.6721 -2.4502 0.6511
N 1.2082 -1.3465 -0.0156
C 1.8298 -0.2380 -0.5701
C 1.1989 0.9071 -0.8121
C -0.2319 1.0720 -0.4993
C -0.1730 -1.4028 0.2294
C -0.9163 -0.1120 -0.1194
C -3.2363 0.8359 1.4049
C 3.2734 -0.4538 -0.6792
H -2.6301 0.6610 2.2887
H 3.8475 0.4112 -0.6924
H -4.2053 0.2338 1.6697
H 1.7391 1.7513 -1.3124
H -3.5551 1.8258 1.0844
H 3.6198 -1.0618 -1.4159
H 3.6107 -1.0845 0.1617
H 1.9146 -2.0530 0.3831
```

Computed properties:
* charge: -1
* HOMO-LUMO gap: 7.006 eV

(3)
DFT (ωB97M-V/def2-TZVPD) results for an isolated molecule of C7H8O.

Geometry as XYZ:
```
16
Properties=species:S:1:pos:R:3
O -0.2439 -0.8957 1.9866
C -0.5895 -0.1332 0.7416
C 0.7985 -0.3519 1.0131
C 0.0765 0.6213 -1.1985
C -0.8282 -0.2093 -0.6646
C 1.2922 1.2272 -0.5895
C -1.9397 -0.8575 -1.4928
C 1.7888 0.7692 0.5299
H -2.8515 -0.4541 -1.1683
H 0.0378 1.0605 -2.2154
H -1.7949 -0.7833 -2.4952
H 1.8274 2.0715 -1.1417
H -1.9397 -1.9227 -0.9179
H 1.1509 -1.0439 0.2801
H 2.8132 0.9008 0.7572
H -0.8837 0.9414 0.9728
```

Computed properties:
* structure (SMILES): CC1=CC=C[C@H]2O[C@H]12
* charge: 0
* HOMO-LUMO gap: 9.652 eV

(4)
DFT (ωB97M-V/def2-TZVPD) results for an isolated molecule of C7H8O.

Geometry as XYZ:
```
16
Properties=species:S:1:pos:R:3
O 1.5660 2.5264 -0.2956
C 0.4004 -0.5610 1.1911
C -0.9668 -1.4123 -0.6252
C 1.4069 1.5079 0.4278
C -2.0055 -0.3547 -0.6442
C -0.2659 -1.8326 0.6697
C 0.3798 0.3616 0.2058
C -0.4669 -0.0613 -0.9328
H 2.2594 1.2714 1.1576
H -2.4479 -0.0951 0.2637
H -2.5766 -0.1687 -1.5833
H 0.9512 -0.4700 2.1106
H -0.0965 0.1378 -1.9571
H -0.8859 -1.9957 1.5246
H -0.9842 -2.0834 -1.5164
H 0.3598 -2.6925 0.6120
```

Computed properties:
* structure (SMILES): O=CC1=CC[C@H]2C[C@@H]12
* charge: 0
* HOMO-LUMO gap: 9.510 eV